This record from the OMol25 dataset describes a single C4H6N2 molecule. The level of theory is ωB97M-V/def2-TZVPD.

Each line ends with the Löwdin charge.
Cartesian coordinates (Å):
N -0.46149 -0.73995 -1.19161  -0.072
C -1.22442 0.17709 -0.90317  -0.039
C -0.89470 1.05309 0.28356  -0.200
C 0.19754 0.52838 1.17749  -0.278
C 0.32693 -1.64890 -1.59896  -0.016
N 1.23105 1.22026 1.42795  0.091
H -0.58618 2.02702 -0.11322  0.110
H -1.81520 1.22428 0.85310  0.102
H 0.04046 -0.48840 1.56723  0.114
H 1.11964 -1.38682 -2.29145  0.073
H 0.20271 -2.66907 -1.25286  0.069
H 1.86367 0.70300 2.04193  0.045

Strongest force on any atom = 0.587 eV/Å
Gap between HOMO and LUMO = 9.10 eV
LUMO level = 0.034 Eh
HOMO level = -8.16 eV